[1]
The following is a DFT calculation (wB97M-V/def2-TZVPD) of a structure of composition C37H49GaNO6SSe.

Calculated values
Total energy, Eh: -6670.133806
Orbital gap, eV: 7.6
Maximum force, Eh/bohr: 0.01328
LUMO level, eV: 2.3

ORCA input file:
```
! wB97M-V def2-TZVPD RIJCOSX def2/J DEFGRID3
* xyz -1 1
Ga 0.015 -0.672 -0.053
C -6.562 -1.436 -4.052
C -5.378 -0.615 -4.581
C -5.784 0.859 -4.585
C -5.077 -1.033 -6.026
C -4.157 -0.865 -3.701
C -3.537 0.122 -2.958
C -2.462 -0.183 -2.136
Se -1.699 1.228 -1.091
C -2.773 0.990 0.479
C -4.020 1.577 0.546
C -4.839 1.386 1.653
C -4.328 0.594 2.672
C -3.072 -0.013 2.654
C -2.256 0.186 1.518
O -1.060 -0.366 1.441
C -2.710 -0.875 3.880
C -1.326 -1.537 3.859
C -3.743 -2.006 4.007
C -2.770 0.006 5.137
C -6.226 2.025 1.695
C -7.051 1.532 0.498
C -6.092 3.552 1.618
C -6.986 1.676 2.974
C -1.934 -1.484 -2.013
O -0.947 -1.774 -1.183
C -2.532 -2.500 -2.811
C -3.621 -2.146 -3.596
C -2.125 -3.989 -2.856
C -3.267 -4.815 -2.244
C -0.835 -4.364 -2.121
C -1.927 -4.407 -4.322
H -7.453 -1.263 -4.662
H -6.789 -1.159 -3.021
H -6.343 -2.504 -4.069
H -6.650 0.998 -5.235
H -4.978 1.495 -4.956
H -6.057 1.201 -3.585
H -5.941 -0.840 -6.667
H -4.839 -2.095 -6.093
H -4.225 -0.475 -6.417
H -3.879 1.147 -2.987
H -4.351 2.181 -0.290
H -4.944 0.422 3.544
H -1.201 -2.220 3.022
H -1.217 -2.104 4.789
H -0.521 -0.807 3.801
H -3.703 -2.654 3.131
H -4.762 -1.626 4.100
H -3.525 -2.611 4.890
H -2.055 0.827 5.060
H -2.515 -0.587 6.019
H -3.760 0.436 5.295
H -6.586 1.812 -0.448
H -8.055 1.963 0.522
H -7.140 0.445 0.515
H -5.576 3.859 0.709
H -5.522 3.929 2.469
H -7.078 4.023 1.625
H -7.136 0.599 3.070
H -7.970 2.151 2.955
H -6.461 2.030 3.863
H -4.095 -2.936 -4.168
H -3.455 -4.499 -1.217
H -2.996 -5.874 -2.231
H -4.196 -4.706 -2.808
H -0.910 -4.232 -1.046
H 0.017 -3.776 -2.452
H -0.628 -5.419 -2.325
H -2.811 -4.238 -4.939
H -1.689 -5.473 -4.366
H -1.096 -3.856 -4.763
C 6.634 -5.381 3.001
C 5.434 -4.738 2.360
C 5.367 -4.555 0.986
C 4.254 -3.970 0.394
C 3.198 -3.568 1.189
C 3.244 -3.740 2.568
C 4.358 -4.320 3.144
S 1.743 -2.862 0.464
O 1.996 -2.844 -0.964
O 0.605 -3.608 0.941
N 1.603 -1.375 1.048
C 2.745 -0.512 0.725
C 2.501 0.445 -0.439
O 3.409 1.138 -0.848
O 1.277 0.485 -0.878
H 7.423 -5.559 2.270
H 6.369 -6.340 3.449
H 7.041 -4.752 3.793
H 6.198 -4.869 0.365
H 4.193 -3.818 -0.676
H 2.406 -3.416 3.171
H 4.398 -4.453 4.219
H 3.651 -1.080 0.501
H 2.965 0.109 1.598
*
```

[2]
The following is a DFT calculation (wB97M-V/def2-TZVPD) of a structure of composition C37H49IN3O6PSiTa.

Calculated values
Total energy, Eh: -3040.474722
Orbital gap, eV: 7.9
Maximum force, Eh/bohr: 0.01060
LUMO level, eV: -3.2

ORCA input file:
```
! wB97M-V def2-TZVPD RIJCOSX def2/J DEFGRID3
* xyz 1 1
Ta 0.957 0.141 0.486
O 5.046 0.208 5.180
C 4.266 0.166 4.283
C 4.460 -0.578 2.932
O 5.411 -1.218 2.590
C 3.204 -0.297 2.202
C 2.356 0.466 2.933
O 1.178 0.741 2.334
C 2.866 0.842 4.248
O 2.362 1.507 5.110
O 2.794 -0.651 1.007
C 1.804 4.674 -1.306
Si 1.864 3.324 -0.022
C 3.597 3.055 0.592
C 0.714 3.821 1.358
N 1.274 1.741 -0.676
C 1.110 1.466 -2.047
C 1.499 2.104 -3.156
C 1.270 1.291 -4.416
C 0.685 -1.279 -4.325
C 1.332 -1.941 -3.371
C 1.603 -1.021 -2.213
O 1.238 -1.575 -0.884
C 1.779 -2.809 -0.440
C 0.989 -3.496 0.462
C 1.450 -4.694 0.987
C 2.682 -5.193 0.595
C 3.454 -4.486 -0.315
C 3.016 -3.277 -0.838
H 1.855 5.621 -0.761
H 0.876 4.677 -1.879
H 2.649 4.656 -1.995
H 4.023 3.999 0.942
H 4.241 2.664 -0.198
H 3.631 2.355 1.430
H 1.095 4.741 1.810
H 0.629 3.082 2.154
H -0.284 4.039 0.971
H 2.011 3.050 -3.202
H 0.756 1.877 -5.177
H 0.463 -1.688 -5.302
H 1.733 -2.942 -3.433
H 0.024 -3.094 0.737
H 0.839 -5.237 1.696
H 3.044 -6.127 1.001
H 4.424 -4.863 -0.610
H 3.648 -2.709 -1.502
I 5.590 0.562 -2.213
C 3.685 -0.044 -2.923
C 3.554 0.176 -4.378
C 2.553 0.774 -5.018
C 0.337 0.131 -3.923
C 0.570 0.114 -2.419
N 2.935 -0.544 -2.051
H 4.430 -0.124 -4.942
H 2.659 0.879 -6.092
H -0.694 0.389 -4.165
H -0.337 -0.167 -1.881
C -2.685 2.339 1.981
C -3.166 1.538 0.759
C -2.580 2.247 -0.476
C -4.697 1.595 0.700
P -2.469 -0.197 0.872
N -0.884 -0.044 0.582
C -3.196 -1.304 -0.456
C -4.570 -1.872 -0.075
C -3.357 -0.531 -1.774
C -2.226 -2.458 -0.757
C -2.732 -0.914 2.587
C -2.400 -2.413 2.585
C -4.165 -0.731 3.105
C -1.756 -0.261 3.581
H -2.913 3.391 1.801
H -1.608 2.255 2.133
H -3.197 2.053 2.896
H -2.879 3.296 -0.422
H -2.954 1.857 -1.417
H -1.491 2.208 -0.486
H -4.994 2.645 0.732
H -5.173 1.097 1.542
H -5.100 1.177 -0.221
H -5.294 -1.095 0.167
H -4.522 -2.572 0.757
H -4.956 -2.422 -0.936
H -4.150 0.211 -1.737
H -3.627 -1.254 -2.547
H -2.436 -0.042 -2.087
H -2.091 -3.140 0.075
H -1.248 -2.087 -1.066
H -2.641 -3.036 -1.585
H -3.087 -3.011 1.993
H -2.470 -2.766 3.615
H -1.378 -2.596 2.252
H -4.919 -1.172 2.455
H -4.415 0.314 3.270
H -4.233 -1.233 4.073
H -0.732 -0.254 3.215
H -1.779 -0.851 4.499
H -2.031 0.755 3.846
*
```

[3]
The following is a DFT calculation (wB97M-V/def2-TZVPD) of a cluster of 9 separate species, C37H50FN9O3P in total in a non-equilibrium geometry.

Calculated values
Total energy, Eh: -2599.338499
Orbital gap, eV: 4.0
Maximum force, Eh/bohr: 0.07169
LUMO level, eV: -5.3

ORCA input file:
```
! wB97M-V def2-TZVPD RIJCOSX def2/J DEFGRID3
* xyz 1 1
O 0.738 -1.904 -3.143
P 1.799 -1.131 -3.898
O 1.794 0.524 -3.553
O 1.389 -1.249 -5.546
C 3.528 -1.820 -3.749
C 4.050 -1.950 -2.241
C 5.210 -0.904 -1.956
C 4.396 0.170 -1.084
F 4.253 1.443 -1.636
C 3.046 -0.530 -0.599
N 2.978 -1.655 -1.254
H 2.225 0.938 -4.333
H 2.200 -1.038 -6.059
H 4.224 -1.093 -4.274
H 3.636 -2.819 -4.267
H 4.385 -3.015 -2.067
H 5.620 -0.295 -2.807
H 6.093 -1.403 -1.458
H 4.998 0.177 -0.116
H 2.303 -0.151 0.150
H 2.214 -2.340 -1.164
N 0.176 -3.471 0.419
C -0.329 -2.263 0.009
C -1.070 -1.744 1.041
C -1.004 -2.669 2.115
C -0.227 -3.721 1.703
H 0.753 -4.080 -0.136
H -0.118 -1.881 -0.980
H -1.599 -0.803 1.027
H -1.473 -2.574 3.083
H 0.072 -4.625 2.210
N -0.265 2.646 -4.985
C -0.532 3.806 -5.662
C -0.773 3.483 -6.975
C -0.653 2.075 -7.094
C -0.342 1.585 -5.850
H -0.048 2.582 -4.005
H -0.526 4.757 -5.154
H -1.011 4.182 -7.763
H -0.781 1.487 -7.989
H -0.169 0.577 -5.507
N -0.983 -0.276 4.718
C -1.873 0.568 5.325
C -1.521 0.676 6.647
C -0.371 -0.128 6.845
C -0.060 -0.702 5.637
H -1.002 -0.542 3.749
H -2.680 1.016 4.765
H -2.033 1.269 7.390
H 0.168 -0.270 7.769
H 0.736 -1.374 5.353
N -1.934 -4.082 -5.868
C -2.208 -4.477 -7.150
C -1.261 -3.925 -7.975
C -0.379 -3.172 -7.159
C -0.818 -3.290 -5.863
H -2.470 -4.335 -5.057
H -3.052 -5.114 -7.364
H -1.208 -4.048 -9.045
H 0.481 -2.608 -7.485
H -0.436 -2.881 -4.942
N -4.234 3.206 7.774
C -5.213 2.252 7.866
C -5.688 2.257 9.153
C -4.974 3.254 9.863
C -4.085 3.824 8.987
H -3.706 3.419 6.945
H -5.484 1.654 7.010
H -6.465 1.616 9.540
H -5.097 3.525 10.901
H -3.362 4.613 9.121
N 2.737 -3.710 5.445
C 2.854 -3.490 4.100
C 4.193 -3.439 3.795
C 4.908 -3.643 5.002
C 3.984 -3.810 6.001
H 1.869 -3.789 5.947
H 1.979 -3.386 3.477
H 4.611 -3.275 2.813
H 5.980 -3.665 5.124
H 4.104 -3.989 7.058
N 2.693 2.617 5.102
C 3.307 3.785 5.474
C 2.552 4.361 6.464
C 1.445 3.507 6.703
C 1.560 2.438 5.850
H 3.024 1.989 4.392
H 4.223 4.104 5.002
H 2.772 5.293 6.962
H 0.652 3.659 7.420
H 0.937 1.571 5.711
N -4.144 3.179 -7.259
C -4.811 2.056 -7.668
C -5.816 2.447 -8.518
C -5.749 3.858 -8.630
C -4.706 4.281 -7.845
H -3.360 3.193 -6.628
H -4.515 1.080 -7.319
H -6.520 1.790 -9.005
H -6.392 4.492 -9.221
H -4.317 5.269 -7.653
*
```

[4]
The following is a DFT calculation (wB97M-V/def2-TZVPD) of a structure of composition C37H52BN8O2ReS5 in a non-equilibrium geometry.

Calculated values
Total energy, Eh: -4123.723603
Orbital gap (spin up / spin down), eV: 5.9 / 6.4
Maximum force, Eh/bohr: 0.02339
LUMO level (spin up / spin down), eV: -4.4 / -3.8

ORCA input file:
```
! wB97M-V def2-TZVPD RIJCOSX def2/J DEFGRID3
* xyz 1 2
Re 0.767 -0.632 -0.264
C -3.492 0.608 0.350
C -3.618 1.871 -0.503
C -4.065 1.557 -1.932
C -4.643 2.802 0.137
N -2.289 2.575 -0.568
C -2.085 3.892 -0.188
C -0.803 4.191 -0.461
N -0.210 3.073 -1.010
B 1.252 3.148 -1.520
N 1.441 2.298 -2.802
C 1.063 2.804 -4.027
C 1.415 1.909 -4.968
N 2.013 0.840 -4.323
C 1.993 1.088 -2.994
S 2.591 0.074 -1.710
C 2.542 -0.381 -5.027
C 4.017 -0.567 -4.677
C 2.419 -0.186 -6.535
C 1.709 -1.586 -4.607
N 2.290 2.818 -0.402
C 3.550 3.376 -0.463
C 4.139 3.210 0.734
N 3.242 2.539 1.551
C 2.127 2.285 0.821
S 0.740 1.356 1.294
C 3.447 2.326 3.028
C 2.364 3.103 3.775
C 3.398 0.840 3.376
C 4.818 2.864 3.427
C -1.124 2.093 -1.066
S -0.873 0.481 -1.679
H -4.478 0.153 0.460
H -3.121 0.866 1.347
H -2.827 -0.128 -0.098
H -5.060 1.107 -1.913
H -3.381 0.867 -2.421
H -4.114 2.476 -2.519
H -5.595 2.277 0.187
H -4.795 3.703 -0.459
H -4.359 3.082 1.153
H -2.851 4.508 0.242
H -0.259 5.108 -0.313
H 1.447 4.296 -1.823
H 0.574 3.759 -4.121
H 1.292 1.958 -6.032
H 4.598 0.304 -4.988
H 4.400 -1.442 -5.205
H 4.168 -0.729 -3.611
H 2.966 0.693 -6.880
H 1.377 -0.117 -6.854
H 2.854 -1.059 -7.020
H 1.797 -1.768 -3.539
H 2.060 -2.475 -5.133
H 0.654 -1.428 -4.845
H 3.920 3.848 -1.358
H 5.119 3.507 1.056
H 1.368 2.731 3.534
H 2.412 4.166 3.533
H 2.523 2.986 4.848
H 2.428 0.404 3.149
H 3.584 0.726 4.445
H 4.165 0.289 2.829
H 4.906 3.937 3.247
H 5.623 2.341 2.908
H 4.948 2.693 4.494
S 0.796 -2.747 -1.351
C 2.395 -3.306 -1.021
C 2.886 -4.346 -1.880
N 3.254 -5.142 -2.624
C 3.142 -2.792 -0.007
S 2.545 -1.527 1.008
C 4.455 -3.281 0.304
N 5.516 -3.625 0.587
C -4.196 -3.431 -2.237
C -3.156 -2.349 -2.451
O -2.197 -2.304 -1.390
H -4.971 -3.377 -3.004
H -4.664 -3.310 -1.259
H -3.741 -4.424 -2.283
H -3.629 -1.368 -2.460
H -2.646 -2.487 -3.409
H -1.753 -3.160 -1.367
C -3.769 -4.205 6.142
C -3.065 -3.412 5.082
C -2.604 -4.019 3.919
C -1.967 -3.303 2.921
C -1.499 -4.028 1.691
C -1.778 -1.910 3.108
C -1.078 -1.097 2.165
O -0.630 -1.484 1.068
C -2.241 -1.275 4.292
C -2.059 0.205 4.542
C -2.876 -2.039 5.247
H -3.647 -5.276 5.991
H -4.838 -3.979 6.126
H -3.399 -3.944 7.134
H -2.741 -5.087 3.791
H -1.715 -5.091 1.772
H -0.426 -3.899 1.540
H -1.992 -3.628 0.804
H -0.912 -0.058 2.451
H -2.570 0.805 3.786
H -1.004 0.488 4.539
H -2.471 0.470 5.513
H -3.230 -1.563 6.155
*
```